(1)
This record from the OMol25 dataset describes a structure of composition C35H47CrN13S. The level of theory is ωB97M-V with the def2-TZVPD basis set.

Geometry as XYZ:
```
97
Properties=species:S:1:pos:R:3:forces:R:3
Cr -0.672296 -0.522508 0.260629 0.80 -0.54 0.21
C -2.395051 3.586889 1.080124 -0.08 -0.06 -0.05
C -1.766787 2.453176 0.326031 0.06 -0.02 0.14
N -1.945963 1.211991 0.645837 -0.04 0.29 -0.30
N -2.998141 0.969901 1.514649 0.31 0.03 0.20
C -3.130746 -0.200262 2.165397 -0.24 0.11 -0.10
N -4.249805 -0.354548 2.877285 0.02 -0.09 0.00
S -1.942436 -1.384457 2.129023 0.10 0.11 -0.02
C -1.015627 2.784111 -0.919083 -0.20 -0.01 0.29
C -0.612442 4.083182 -1.191520 0.14 0.11 -0.07
C -0.148589 4.383244 -2.465483 -0.02 0.04 0.12
C -0.113849 3.380013 -3.410503 0.04 -0.11 -0.07
C -0.502882 2.099777 -3.031567 0.11 0.04 0.01
N -0.946520 1.803538 -1.818890 0.10 -0.12 -0.10
H -2.632972 3.321993 2.107413 -0.03 -0.06 0.03
H -3.299919 3.944630 0.579822 0.01 -0.01 0.00
H -1.704033 4.424831 1.119724 -0.04 -0.01 -0.01
H -3.742661 1.650527 1.544856 -0.05 -0.03 -0.12
H -5.035313 0.270673 2.785948 0.02 0.01 0.02
H -4.431003 -1.258210 3.285181 0.00 0.03 0.00
H -0.663262 4.861794 -0.446490 0.05 0.01 -0.02
H 0.160562 5.390450 -2.709906 0.00 0.00 0.00
H 0.208681 3.572570 -4.424395 -0.01 -0.01 0.00
H -0.464801 1.285827 -3.744572 -0.02 -0.05 -0.03
C 2.986026 0.776171 4.425950 -0.08 -0.05 -0.04
N 2.510580 0.239359 3.151741 0.08 -0.05 0.03
C 3.577453 -0.162524 2.253665 -0.07 0.07 0.01
C 1.215194 0.280771 2.786484 -0.16 -0.20 -0.19
N 0.824758 0.397572 1.508043 0.00 0.30 0.00
C 1.590215 1.283132 0.686911 -0.11 -0.10 0.20
C 2.060621 2.512537 1.148038 0.04 -0.04 0.10
C 2.758580 3.366365 0.310496 0.02 -0.08 -0.07
C 2.965084 3.002615 -1.016982 -0.07 0.01 0.11
C 2.461019 1.801716 -1.486671 -0.03 0.06 -0.12
C 1.774864 0.926873 -0.645677 -0.12 0.03 -0.29
N 1.128810 -0.253685 -1.086230 -0.53 0.32 0.45
C 1.684206 -0.986850 -2.035890 -0.15 -0.13 -0.36
N 3.020807 -0.987931 -2.304571 -0.03 -0.05 0.00
C 3.505407 -0.931444 -3.677709 0.02 -0.06 0.00
C 4.035729 -0.799304 -1.292215 0.10 -0.02 -0.02
N 0.937411 -1.810587 -2.808612 -0.04 0.07 0.13
C 1.473875 -3.043598 -3.368322 0.02 0.00 0.02
C -0.429831 -1.518423 -3.207084 0.01 0.00 -0.13
N 0.285850 0.157222 3.774637 0.25 0.12 0.05
C -0.710781 1.193234 3.954096 -0.12 -0.07 -0.01
C 0.450679 -0.757982 4.893576 0.04 0.02 -0.02
H 3.852686 1.407153 4.226558 0.00 0.01 0.00
H 3.285909 -0.018794 5.108725 0.00 -0.01 0.03
H 2.222307 1.388777 4.892889 -0.08 -0.01 0.04
H 4.315762 -0.729800 2.820346 -0.01 -0.01 -0.01
H 4.061672 0.701770 1.795159 0.04 0.02 -0.02
H 3.168387 -0.788074 1.471766 0.03 0.01 0.00
H 1.887448 2.794343 2.181402 -0.02 0.00 0.00
H 3.136070 4.306773 0.688459 -0.01 0.01 -0.01
H 3.497586 3.662973 -1.688461 0.01 0.00 0.00
H 2.591632 1.533343 -2.528357 -0.02 0.05 0.00
H 2.671711 -0.899643 -4.373454 0.00 0.01 0.01
H 4.135037 -1.790010 -3.918564 0.00 0.00 0.01
H 4.099691 -0.023431 -3.810849 0.02 0.00 0.02
H 3.623032 -1.023671 -0.316171 -0.01 -0.01 -0.02
H 4.434422 0.219743 -1.284958 0.01 -0.05 0.01
H 4.854707 -1.493847 -1.485878 0.01 -0.01 -0.01
H 2.391705 -3.321091 -2.857709 0.01 0.00 -0.01
H 1.668733 -2.957406 -4.439442 -0.01 -0.01 -0.01
H 0.737791 -3.834671 -3.218958 0.00 0.00 0.01
H -0.466381 -1.316516 -4.282504 0.04 0.00 0.00
H -0.813338 -0.666025 -2.661133 0.01 0.10 0.01
H -1.074381 -2.372469 -3.003755 0.01 0.01 0.00
H -0.819785 1.755076 3.030943 -0.03 0.02 -0.05
H -0.413321 1.882217 4.752082 0.01 -0.02 0.01
H -1.666781 0.751317 4.237233 -0.04 0.00 -0.04
H 0.678406 -0.245578 5.830573 0.04 0.05 0.01
H 1.238722 -1.474342 4.676172 0.03 0.01 -0.01
H -0.481558 -1.311271 5.024412 -0.01 0.02 0.00
C -6.072277 -0.315116 -1.756620 0.02 -0.04 0.02
C -5.000659 0.556499 -1.885333 0.03 0.00 0.01
C -3.715323 0.142495 -1.566724 0.05 0.12 -0.16
C -3.479717 -1.152993 -1.113083 0.09 -0.02 0.15
C -4.558400 -2.034934 -0.996285 0.00 -0.03 0.09
C -5.837456 -1.612659 -1.317448 -0.04 0.00 0.01
N -2.163012 -1.556206 -0.771588 -0.02 0.00 -0.10
N -2.026166 -2.872769 -0.752807 0.12 0.08 0.01
C -0.848908 -3.302937 -0.266402 0.04 -0.05 -0.08
C -0.552269 -4.684217 -0.290892 -0.01 -0.01 -0.04
C 0.648262 -5.123044 0.187544 0.05 -0.01 0.01
C 1.575584 -4.193986 0.702704 -0.03 -0.07 -0.02
C 1.229919 -2.873020 0.714187 -0.01 0.10 -0.07
N 0.052211 -2.419666 0.241283 -0.26 0.04 0.18
H -7.072912 0.003964 -2.014155 -0.01 -0.01 0.00
H -5.160530 1.558580 -2.263942 0.00 0.00 0.00
H -2.877721 0.805319 -1.727725 -0.03 -0.05 0.03
H -4.380910 -3.043603 -0.654771 -0.01 -0.01 0.00
H -6.661404 -2.308052 -1.224776 0.00 0.00 0.00
H -1.298542 -5.352926 -0.695142 0.01 -0.01 0.00
H 0.887054 -6.178126 0.172680 0.00 0.00 0.00
H 2.534082 -4.504941 1.091060 0.00 -0.02 0.00
H 1.900518 -2.118879 1.098524 -0.09 -0.01 0.02
```
Positions in Å, forces in eV/Å.

Results
gap between HOMO and LUMO (alpha / beta): 5.6 / 7.0 eV
2S+1: 5
net charge: +2
electronic energy: -3515.97525 Eh
highest occupied orbital energy (alpha / beta): -0.4134 / -0.4710 hartree
LUMO level (alpha / beta): -5.66 / -5.84 eV


(2)
This record from the OMol25 dataset describes a structure of composition C35H47CuN2O4S3Si2. The level of theory is ωB97M-V with the def2-TZVPD basis set.

Geometry as XYZ:
```
94
Properties=species:S:1:pos:R:3:forces:R:3
Cu 0.178014 -0.047244 -0.638377 -0.34 -0.17 0.26
C -5.125688 -1.890775 -2.080421 0.01 0.07 0.04
Si -5.402328 -0.311086 -1.122212 -0.04 0.03 -0.02
C -6.425184 -0.707539 0.403621 0.06 0.01 -0.07
C -6.362911 0.881203 -2.223335 0.05 -0.08 0.02
C -3.875568 0.612811 -0.513070 -0.06 -0.05 0.00
C -4.115183 1.757395 0.227807 0.01 0.07 0.06
C -3.084509 2.479037 0.830439 -0.01 -0.04 -0.02
C -1.804684 1.996371 0.675609 -0.09 0.07 0.02
N -1.538130 0.903769 -0.032368 0.17 0.11 -0.01
C -2.523913 0.215096 -0.643804 -0.09 -0.15 0.01
S -1.939362 -1.149604 -1.517747 0.36 0.00 0.05
H -6.103927 -2.304581 -2.341771 -0.03 -0.02 -0.02
H -4.574722 -2.624645 -1.494739 0.01 -0.04 0.06
H -4.556047 -1.720267 -2.992096 0.01 0.02 -0.04
H -7.255612 -1.372517 0.158117 -0.04 -0.02 -0.02
H -6.839521 0.190616 0.864504 0.00 0.05 0.02
H -5.787787 -1.200012 1.139718 0.03 -0.04 0.04
H -7.314794 0.444207 -2.531597 -0.04 -0.02 -0.01
H -5.790703 1.109242 -3.124010 0.03 0.01 -0.03
H -6.575203 1.824454 -1.718714 0.00 0.04 0.05
H -5.136716 2.101350 0.362169 -0.02 0.01 0.01
H -3.273299 3.370128 1.411540 -0.01 0.01 0.01
H -0.953258 2.483075 1.132129 -0.09 -0.01 -0.03
C 1.731223 -1.243698 -0.736448 -0.02 -0.10 -0.22
Si 3.001559 -0.951781 0.546037 0.05 -0.03 0.05
C 3.038361 0.892575 0.935541 -0.02 0.00 0.17
N 1.714436 1.492146 1.128781 -0.03 -0.11 -0.15
C 1.082836 1.197858 2.418497 -0.04 -0.01 0.15
C 0.977106 2.422058 3.334477 0.03 -0.04 0.04
C 2.269408 3.231809 3.289349 -0.01 0.01 0.03
C 2.563564 3.715303 1.856523 0.01 -0.05 -0.02
C 1.744408 2.918867 0.832480 0.01 0.15 -0.06
C 4.732302 -1.385043 -0.089509 -0.04 0.08 -0.04
C 5.439927 -2.517385 0.311305 0.00 0.02 0.13
C 6.659957 -2.848650 -0.260968 0.07 -0.04 0.00
C 7.201903 -2.045568 -1.252155 0.01 0.01 -0.03
C 6.514147 -0.913627 -1.669158 0.05 -0.01 -0.01
C 5.293435 -0.591607 -1.096789 -0.06 0.01 -0.05
C 2.833667 -1.970440 2.143138 0.07 -0.02 -0.04
C 3.390256 -1.533278 3.349510 -0.06 0.03 -0.03
C 3.372873 -2.321379 4.490209 0.00 0.02 0.04
C 2.798665 -3.584685 4.454125 0.01 -0.04 0.03
C 2.257539 -4.052234 3.267215 -0.01 -0.03 0.01
C 2.285720 -3.252220 2.132026 -0.03 -0.05 -0.10
H 1.507499 -2.295886 -0.930099 -0.10 -0.03 0.11
H 2.183251 -0.876295 -1.667572 0.02 -0.07 -0.01
H 3.456575 1.351098 0.035029 0.05 -0.03 -0.05
H 3.735477 1.128701 1.758762 0.03 0.02 -0.02
H 1.673503 0.437617 2.930980 0.02 -0.04 0.02
H 0.087382 0.763141 2.261766 0.02 -0.01 0.04
H 0.764986 2.086027 4.352474 -0.03 0.00 0.00
H 0.135347 3.054293 3.036295 0.00 0.01 0.00
H 3.087568 2.595998 3.641658 0.00 -0.02 0.00
H 2.214028 4.075953 3.980430 0.02 -0.01 0.01
H 3.626642 3.598016 1.638422 0.01 0.04 -0.01
H 2.339717 4.779807 1.749579 -0.03 0.00 -0.01
H 2.143007 3.042807 -0.174898 -0.04 0.00 0.07
H 0.718951 3.293607 0.800173 0.09 0.03 -0.02
H 5.038767 -3.153458 1.092569 -0.03 -0.02 0.01
H 7.188056 -3.736170 0.067717 0.00 0.00 0.00
H 8.151247 -2.304373 -1.704836 0.02 0.00 0.00
H 6.923186 -0.285665 -2.451246 0.00 0.00 0.00
H 4.756080 0.276503 -1.464973 -0.02 0.03 -0.02
H 3.849086 -0.552986 3.401840 0.03 0.05 -0.01
H 3.810189 -1.950847 5.409420 0.00 0.00 0.01
H 2.784179 -4.203058 5.343184 -0.01 0.00 0.01
H 1.814352 -5.039670 3.220633 0.00 -0.01 0.00
H 1.884686 -3.650100 1.207962 0.02 0.01 -0.02
C -1.359841 -2.703771 3.323040 0.04 0.01 -0.05
S -2.169717 -2.091567 1.822334 -0.08 0.00 0.08
O -3.610800 -1.928991 2.177285 0.00 0.03 0.00
C -2.064444 -3.621026 0.892254 -0.08 0.02 0.02
C -0.854620 -4.025825 0.356154 -0.01 0.07 -0.06
C -0.800028 -5.188802 -0.390629 0.02 -0.03 -0.03
C -1.955917 -5.930384 -0.606229 0.04 -0.03 -0.01
C -3.164697 -5.501316 -0.082739 -0.06 0.02 0.01
C -3.227145 -4.334041 0.668341 0.05 -0.06 0.06
H -1.668079 -3.723218 3.543489 -0.07 0.00 0.01
H -1.674264 -2.028408 4.116318 0.00 0.05 0.01
H -0.278332 -2.643345 3.197361 0.01 -0.05 -0.04
H 0.018199 -3.402046 0.477632 0.05 0.05 0.00
H 0.138040 -5.501663 -0.830275 0.02 -0.01 0.00
H -1.913487 -6.835475 -1.198151 0.00 -0.01 -0.02
H -4.067849 -6.068245 -0.269397 -0.01 -0.01 0.00
H -4.156546 -3.961510 1.077788 -0.03 0.02 0.01
C 1.109316 2.982372 -3.810826 0.06 -0.04 0.01
S 1.719311 1.632826 -2.825866 -0.14 -0.01 0.16
O 3.055896 2.007128 -2.384291 0.06 0.04 -0.03
O 1.645249 0.451934 -3.657772 0.07 0.06 -0.06
O 0.767944 1.602084 -1.682680 0.10 0.25 -0.44
H 1.771159 3.103367 -4.664079 0.04 0.00 -0.03
H 1.095084 3.884905 -3.206848 0.02 0.04 0.05
H 0.106025 2.730807 -4.141720 -0.05 -0.03 -0.01
```
Positions in Å, forces in eV/Å.

Results
gap between HOMO and LUMO (alpha / beta): 7.2 / 7.2 eV
2S+1: 2
net charge: -1
electronic energy: -5186.53123 Eh
highest occupied orbital energy (alpha / beta): -0.1780 / -0.1773 hartree
LUMO level (alpha / beta): 2.38 / 2.35 eV


(3)
This record from the OMol25 dataset describes a structure of composition C35H47FN2OPdSi3Te. The level of theory is ωB97M-V with the def2-TZVPD basis set.

Geometry as XYZ:
```
91
Properties=species:S:1:pos:R:3:forces:R:3
Pd 0.064996 1.277865 0.769920 -0.11 0.22 0.29
C 0.590954 -1.118576 -3.269546 0.02 -0.01 -0.03
O 0.269780 -0.171918 -2.295167 0.07 -0.05 0.04
Si -0.812680 1.093713 -2.505887 -0.11 0.08 0.00
C -0.362103 1.799806 -4.219348 -0.03 0.01 0.02
C -2.476277 0.250680 -2.877989 0.04 0.04 0.02
C -0.750081 2.254926 -1.124755 0.18 -0.51 0.36
Si -2.242218 2.410668 -0.054351 -0.21 0.23 -0.17
C -3.710971 3.046365 -1.127685 0.00 0.08 0.04
C -3.073134 0.866285 0.720075 0.00 0.06 -0.03
C -2.219939 3.727488 1.319402 0.06 -0.06 -0.01
Si 0.816153 3.212946 -0.992410 0.00 0.34 -0.29
C 1.039457 4.382613 -2.507816 -0.05 0.04 0.06
C 0.989357 4.495302 0.389723 0.00 -0.07 -0.02
C 2.421387 2.198102 -1.114587 -0.07 0.08 -0.05
H 0.926108 -0.652327 -4.205958 0.00 0.01 -0.01
H -0.259363 -1.773131 -3.508259 -0.01 0.00 0.00
H 1.400875 -1.744913 -2.888566 -0.01 -0.01 0.01
H -0.803368 1.188601 -5.014402 0.04 -0.01 0.00
H 0.719567 1.827370 -4.373963 0.02 0.02 0.00
H -0.737800 2.819404 -4.326851 -0.03 -0.01 0.00
H -2.295285 -0.569239 -3.581682 0.00 0.00 0.01
H -3.168219 0.945600 -3.358744 0.00 0.01 0.00
H -2.967214 -0.160825 -1.997046 -0.01 -0.01 -0.01
H -4.072847 2.297659 -1.835357 0.00 -0.02 -0.02
H -3.396349 3.926727 -1.698470 -0.01 -0.01 0.00
H -4.554255 3.338298 -0.489139 0.00 -0.01 -0.01
H -3.125341 0.031805 0.017524 0.02 -0.03 0.03
H -4.101425 1.118668 1.011908 0.01 0.00 -0.01
H -2.532209 0.525883 1.605444 0.01 0.00 -0.01
H -1.217171 3.995431 1.646877 -0.04 -0.02 0.02
H -2.748570 3.332096 2.193633 -0.02 0.00 -0.02
H -2.741193 4.635557 0.997422 0.04 0.02 0.00
H 0.148789 5.007340 -2.636910 0.01 -0.01 -0.01
H 1.209990 3.847374 -3.442291 0.01 -0.02 -0.03
H 1.895313 5.047725 -2.341341 0.00 -0.01 0.00
H 0.184840 5.233987 0.323998 0.01 -0.01 0.01
H 1.938342 5.025927 0.251541 0.00 -0.02 -0.01
H 0.981707 4.064655 1.390162 -0.01 0.00 0.02
H 2.394521 1.602698 -2.032254 0.01 -0.04 0.02
H 2.540723 1.500797 -0.282494 0.00 0.00 -0.01
H 3.293872 2.860993 -1.159526 0.00 0.00 0.02
N -0.443398 -3.048692 0.162551 -0.04 0.12 -0.33
C 0.334484 -1.923589 0.077779 -0.22 -0.33 0.04
N 1.572988 -2.181693 -0.234655 0.09 0.02 -0.08
C 1.629387 -3.557440 -0.351845 -0.12 -0.03 0.01
C 2.706176 -4.387449 -0.652533 0.01 -0.03 0.01
C 2.493790 -5.756573 -0.681443 0.04 0.03 0.01
C 1.232756 -6.305229 -0.413166 -0.06 0.04 0.02
C 0.147020 -5.497326 -0.113780 -0.01 -0.03 -0.08
C 0.364875 -4.126591 -0.094917 0.10 0.04 -0.14
H -1.396240 -3.060536 0.480417 0.04 0.02 0.07
H -0.119454 -0.957897 0.289512 0.30 0.17 -0.11
H 3.680956 -3.958644 -0.848002 0.01 0.00 0.00
H 3.318628 -6.421896 -0.908235 0.01 0.01 0.00
H 1.105700 -7.380955 -0.431359 0.00 0.00 0.00
H -0.823869 -5.921216 0.110990 0.02 0.01 0.01
Te 0.339984 1.019852 3.354195 -0.16 -0.02 -0.19
C 0.812459 3.201719 4.006529 0.13 -0.02 0.06
C 2.032567 3.879869 3.957750 -0.01 -0.01 -0.02
C 2.183965 5.160007 4.480120 -0.01 -0.01 -0.02
C 1.104304 5.805560 5.071165 0.00 0.00 0.00
C -0.121279 5.154258 5.132733 0.00 0.00 -0.02
C -0.250293 3.870927 4.612035 0.00 0.00 -0.07
C 2.400294 0.680620 3.753959 0.02 -0.08 -0.02
C 2.861343 0.578422 5.063367 0.00 0.03 0.00
C 4.206736 0.359976 5.328913 0.00 0.00 -0.02
C 5.112633 0.238505 4.281821 -0.02 0.00 -0.01
C 4.661455 0.335132 2.972716 0.02 -0.01 0.02
C 3.313250 0.554725 2.712046 -0.04 -0.02 0.00
H 2.891171 3.403355 3.491553 0.01 0.00 0.01
H 3.145610 5.660412 4.418356 0.00 0.00 0.00
H 1.216096 6.806011 5.475040 0.00 0.00 0.00
H -0.975516 5.647931 5.586233 0.00 0.00 0.00
H -1.216778 3.371484 4.671674 -0.01 0.02 0.02
H 2.160094 0.682436 5.883715 0.00 0.00 0.00
H 4.550196 0.285813 6.354911 0.00 0.00 0.00
H 6.163432 0.068605 4.487345 0.00 0.00 0.00
H 5.357576 0.239756 2.147431 0.00 0.00 0.00
H 2.957266 0.623808 1.690660 0.00 -0.02 0.00
F -0.817361 -5.366244 2.890288 -0.02 0.00 0.00
C -0.486589 -4.039792 2.995197 0.00 0.06 0.23
C 0.828774 -3.661335 2.835357 0.11 0.02 0.22
C 1.145213 -2.305753 2.936601 -0.04 -0.07 0.07
C 0.180404 -1.327130 3.189049 -0.04 -0.10 0.05
C -1.131541 -1.778936 3.343121 0.08 0.04 -0.02
C -1.486571 -3.123560 3.248144 -0.01 -0.08 0.01
H 1.578606 -4.411775 2.611082 0.00 0.01 0.02
H 2.179368 -2.009408 2.784946 0.00 -0.04 0.00
H -1.918030 -1.052006 3.546605 -0.01 -0.01 0.00
H -2.510408 -3.460815 3.369165 0.00 -0.01 0.01
```
Positions in Å, forces in eV/Å.

Results
gap between HOMO and LUMO: 5.4 eV
net charge: -2
electronic energy: -2910.99349 Eh
highest occupied orbital energy: -0.0408 hartree
LUMO level: 4.33 eV


Which value of net charge does entry 2 give?
-1


Among the records above, which one has the lowest electronic energy?
C35H47CuN2O4S3Si2